--- 1 ---
The following is a quantum chemistry calculation of a cluster of 3 separate species, C3H12N2O2 in total, from the Open Molecules 2025 dataset.

LUMO energy = 0.510 eV
structure (SMILES) = CC/N=C\N.O.O
HOMO-LUMO gap = 10.003 eV
total charge = 0

Each atom is followed by the atoms it is bonded to, with distances in Å.
Positions of all 19 atoms, in Å:
1 C -1.1574 1.2326 0.6511  C2 1.537, H6 1.095, H7 1.087, H8 1.091
2 C -0.5452 0.2252 -0.3350  C1 1.537, N3 1.455, H9 1.086, H10 1.107
3 N 0.9059 0.3302 -0.3017  C2 1.455, C4 1.271
4 C 1.6457 -0.6730 -0.5490  N3 1.271, N5 1.378, H11 1.085
5 N 1.2532 -1.9531 -0.8761  C4 1.378, H12 1.002, H13 0.999
6 H -1.3547 2.2238 0.2295  C1 1.095
7 H -0.4428 1.3763 1.4581  C1 1.087
8 H -2.0868 0.8424 1.0687  C1 1.091
9 H -0.9399 0.2973 -1.3442  C2 1.086
10 H -0.8486 -0.7737 0.0320  C2 1.107
11 H 2.7212 -0.5545 -0.4660  C4 1.085
12 H 0.2708 -2.0748 -1.0286  N5 1.002
13 H 1.8966 -2.6993 -0.7104  N5 0.999
14 O -1.8816 -2.7265 2.0547  H15 0.967, H16 0.966
15 H -2.3888 -2.9515 1.2627  O14 0.967
16 H -1.7768 -1.7680 1.9888  O14 0.966
17 O 1.7686 3.5295 -0.8457  H18 0.981, H19 0.965
18 H 1.8976 2.5587 -0.7862  O17 0.981
19 H 1.0631 3.5585 -1.5027  O17 0.965

***

--- 2 ---
The following is a quantum chemistry calculation of a cluster of 3 separate species, C3H12N2O2 in total, from the Open Molecules 2025 dataset.

LUMO energy = 0.897 eV
structure (SMILES) = C/C(N)=C/N.O.O
HOMO-LUMO gap = 7.653 eV
total charge = 0

Each atom is followed by the atoms it is bonded to, with distances in Å.
Positions of all 19 atoms, in Å:
1 C 0.8704 -0.5004 1.7142  C2 1.513, H6 1.088, H7 1.096, H8 1.091
2 C 0.3887 0.8812 1.3281  C1 1.513, N3 1.407, C4 1.352
3 N 0.1925 1.6490 2.4901  C2 1.407, H9 0.997, H10 0.999
4 C -0.3567 1.1559 0.2346  C2 1.352, N5 1.439, H11 1.085
5 N -1.6194 1.8457 0.2649  C4 1.439, H12 1.008, H13 1.016
6 H -0.0199 -0.9801 2.1166  C1 1.088
7 H 1.6549 -0.5771 2.4756  C1 1.096
8 H 1.3030 -1.0347 0.8669  C1 1.091
9 H -0.3091 2.5100 2.5105  N3 0.997
10 H 0.6921 1.4671 3.3354  N3 0.999
11 H 0.1329 0.8545 -0.6860  C4 1.085
12 H -1.7786 2.2080 -0.6622  N5 1.008
13 H -1.5112 2.6321 0.8990  N5 1.016
14 O -2.3072 -2.0784 -0.3779  H15 0.955, H16 0.948
15 H -3.2058 -2.2762 -0.1222  O14 0.955
16 H -2.4619 -1.3258 -0.9339  O14 0.948
17 O 2.8632 -2.0471 -4.4422  H18 0.954, H19 0.976
18 H 3.6116 -2.2653 -4.9919  O17 0.954
19 H 2.0838 -1.9252 -5.0163  O17 0.976

***

Verdict on stability: 2 comes out at the bottom.

***

--- 1 ---
The following is a quantum chemistry calculation of a cluster of 3 separate species, C3H12N2O2 in total, from the Open Molecules 2025 dataset.

LUMO energy = 0.324 eV
structure (SMILES) = CC/N=C\N.O.O
HOMO-LUMO gap = 9.453 eV
total charge = 0

Each atom is followed by the atoms it is bonded to, with distances in Å.
Positions of all 19 atoms, in Å:
1 C 1.2103 1.7531 -0.1371  C2 1.552, H6 1.092, H7 1.090, H8 1.088
2 C 0.1950 0.5802 -0.1818  C1 1.552, N3 1.470, H9 1.107, H10 1.095
3 N 0.7490 -0.7799 -0.2472  C2 1.470, C4 1.289
4 C -0.0373 -1.7438 0.0923  N3 1.289, N5 1.377, H11 1.082
5 N -1.3680 -1.5633 0.3953  C4 1.377, H12 1.001, H13 0.999
6 H 1.7589 1.8151 0.8057  C1 1.092
7 H 1.8947 1.7043 -0.9838  C1 1.090
8 H 0.5863 2.6445 -0.1446  C1 1.088
9 H -0.3671 0.6617 0.7683  C2 1.107
10 H -0.5450 0.7704 -0.9666  C2 1.095
11 H 0.4244 -2.6799 0.3788  C4 1.082
12 H -1.8776 -0.7018 0.3652  N5 1.001
13 H -1.9860 -2.3417 0.4936  N5 0.999
14 O -3.3182 0.6679 -0.3487  H15 0.964, H16 0.965
15 H -3.8533 1.4412 -0.5590  O14 0.964
16 H -3.4287 0.5833 0.6067  O14 0.965
17 O 3.5797 -0.6485 -0.1377  H18 0.981, H19 0.958
18 H 2.6039 -0.5768 -0.0660  O17 0.981
19 H 3.7791 -1.5859 -0.1333  O17 0.958

***

--- 2 ---
The following is a quantum chemistry calculation of a cluster of 3 separate species, C3H12N2O2 in total, from the Open Molecules 2025 dataset.

LUMO energy = -3.335 eV
HOMO-LUMO gap = 5.450 eV
total charge = 0

Each atom is followed by the atoms it is bonded to, with distances in Å.
Positions of all 19 atoms, in Å:
1 C -0.5083 -1.0424 0.8219  N2 1.401, C5 1.527, H7 1.113, H8 1.102
2 N -0.0962 -1.1879 -0.5095  C1 1.401, C3 1.692, H9 1.026
3 C 1.4792 -0.6207 -0.7546  N2 1.692, O4 1.200, H10 1.151, H11 1.157
4 O 1.7601 -0.0214 -1.7561  C3 1.200
5 C -1.3523 0.2016 1.0927  C1 1.527, N6 1.648, H13 1.066, H14 1.102
6 N -2.9400 0.0389 0.6836  C5 1.648, H15 1.004, H16 1.040
7 H 0.4422 -0.9410 1.3927  C1 1.113
8 H -1.1047 -1.9285 1.0952  C1 1.102
9 H -0.2881 -2.0556 -1.0220  N2 1.026
10 H 1.4089 0.0166 0.2016  C3 1.151
11 H 2.1686 -1.4809 -0.4020  C3 1.157
12 H 2.4008 1.4643 -1.9065  O19 1.092
13 H -1.2730 0.6805 2.0420  C5 1.066
14 H -1.3464 0.9691 0.3018  C5 1.102
15 H -3.0710 -0.0145 -0.3100  N6 1.004
16 H -3.4455 -0.6867 1.2311  N6 1.040
17 H 2.6489 3.0546 -1.8648  O19 0.906
18 H 0.3340 1.2326 1.0118  no bonds
19 O 2.7829 2.3215 -1.3491  H12 1.092, H17 0.906

***

Verdict on stability: 2 comes out at the bottom.